[1]
C22H28N2O4S | ωB97M-V/def2-TZVPD

```
! RIJCOSX wB97M-V def2-TZVPD def2/J DEFGRID3
* xyz 0 1
S 2.82 3.80 1.33
O 2.13 4.77 0.53
O 4.04 4.16 1.99
O -1.84 -3.34 -1.91
O 1.50 -1.43 1.02
N 1.77 3.33 2.53
N 0.46 -2.04 -0.88
C 0.40 3.03 2.17
C -3.58 0.80 1.54
C 2.83 -2.46 -0.71
C -3.80 1.14 0.22
C -3.85 -2.15 -1.53
C -1.25 1.37 1.31
C -2.31 0.92 2.08
C -2.75 1.59 -0.56
C -0.87 -1.68 -0.45
C -1.49 1.71 -0.02
C 4.15 0.21 0.08
C 3.39 -1.40 -1.68
C 3.35 -0.05 -1.03
C 4.02 1.40 0.77
C 1.54 -1.94 -0.08
C -3.25 -2.53 -0.18
C 2.45 0.92 -1.47
C 2.34 2.12 -0.79
C 3.10 2.34 0.34
C 0.12 1.54 1.89
C -3.12 -3.09 -2.48
C -1.81 -2.89 -0.55
H 1.66 2.89 -1.11
H -0.67 2.06 -0.63
H 2.65 -3.40 -1.23
H 4.86 -0.53 0.41
H 2.79 -1.39 -2.59
H -2.14 0.65 3.12
H -1.40 -3.70 0.06
H -0.25 3.38 2.98
H 0.50 -2.55 -1.75
H 1.84 0.73 -2.33
H 2.19 2.71 3.20
H -4.79 1.05 -0.21
H -2.97 -2.68 -3.48
H 0.87 1.14 1.20
H -2.92 1.87 -1.59
H 4.62 1.62 1.64
H -3.61 -1.11 -1.76
H 3.54 -2.63 0.10
H -0.79 -1.34 0.59
H -3.29 -1.73 0.55
H 0.20 3.63 1.28
H -4.93 -2.28 -1.57
H 0.21 0.98 2.83
H -4.39 0.44 2.15
H 4.41 -1.67 -1.94
H -3.65 -4.05 -2.56
H -3.76 -3.41 0.23
H -1.25 -0.86 -1.06
*
```

The SMILES is O=C(CCc1ccc(S(=O)(=O)NCCc2ccccc2)cc1)NC[C@H]1CCCO1. For the HOMO energy, the calculation gives -9.1198 eV. For the energy above the lowest of the compared OMol25 structures with the same formula, charge and spin, the calculation gives 0.491 eV.

Per-atom Mulliken charges, elementary charge units: atom 1 (S): 1.2719, atom 2 (O): -0.6710, atom 3 (O): -0.7088, atom 4 (O): -0.5203, atom 5 (O): -0.6314, atom 6 (N): -0.2479, atom 7 (N): 0.0350, atom 8 (C): -1.0336, atom 9 (C): -0.7641, atom 10 (C): -1.0103, atom 11 (C): -0.3313, atom 12 (C): -0.3033, atom 13 (C): 0.0226, atom 14 (C): -0.2938, atom 15 (C): -0.6575, atom 16 (C): -0.5403, atom 17 (C): 0.0976, atom 18 (C): -0.2975, atom 19 (C): -1.2130, atom 20 (C): 0.6291, atom 21 (C): -0.8558, atom 22 (C): 0.4981, atom 23 (C): -0.5309, atom 24 (C): -0.2379, atom 25 (C): -0.6373, atom 26 (C): 0.0770, atom 27 (C): 0.6619, atom 28 (C): -0.6525, atom 29 (C): 0.3578, atom 30 (H): 0.5738, atom 31 (H): 0.2696, atom 32 (H): 0.4026, atom 33 (H): 0.4049, atom 34 (H): 0.3615, atom 35 (H): 0.4011, atom 36 (H): 0.3830, atom 37 (H): 0.2590, atom 38 (H): 0.3482, atom 39 (H): 0.3458, atom 40 (H): 0.3157, atom 41 (H): 0.4209, atom 42 (H): 0.3381, atom 43 (H): -0.9840, atom 44 (H): 0.4313, atom 45 (H): 0.4669, atom 46 (H): -0.0066, atom 47 (H): 0.4497, atom 48 (H): 0.2400, atom 49 (H): 0.0081, atom 50 (H): 0.4462, atom 51 (H): 0.4738, atom 52 (H): 0.6328, atom 53 (H): 0.4298, atom 54 (H): 0.3820, atom 55 (H): 0.2904, atom 56 (H): 0.3898, atom 57 (H): 0.0130

[2]
C5H12O4 | ωB97M-V/def2-TZVPD

```
! RIJCOSX wB97M-V def2-TZVPD def2/J DEFGRID3
* xyz 0 1
O 1.75 -1.21 -1.09
O -0.16 0.64 -1.52
O 2.32 0.84 -0.28
O 1.81 -0.90 1.11
C -0.21 1.36 0.80
C -0.91 -0.98 0.07
C -2.38 -0.60 -0.03
C 0.03 0.21 -0.18
C 1.51 -0.29 -0.10
H 0.42 1.40 -1.66
H 1.15 -1.01 -1.82
H 1.84 -0.23 1.80
H -2.68 0.05 0.79
H 0.60 2.09 0.72
H -2.57 -0.09 -0.97
H -1.15 1.84 0.57
H 3.22 0.53 -0.43
H -0.25 0.99 1.82
H -0.68 -1.39 1.06
H -0.68 -1.75 -0.66
H -2.99 -1.50 0.01
*
```

The SMILES is CC[C@](C)(O)C(O)(O)O. For the HOMO energy, the calculation gives -10.2462 eV. For the energy above the lowest of the compared OMol25 structures with the same formula, charge and spin, the calculation gives 0.000 eV.

Per-atom Mulliken charges, elementary charge units: atom 1 (O): -0.5978, atom 2 (O): -0.6403, atom 3 (O): -0.5358, atom 4 (O): -0.5479, atom 5 (C): -2.0400, atom 6 (C): -0.5371, atom 7 (C): -1.2656, atom 8 (C): 1.0038, atom 9 (C): 0.6017, atom 10 (H): 0.4281, atom 11 (H): 0.4159, atom 12 (H): 0.3349, atom 13 (H): 0.2987, atom 14 (H): 0.4473, atom 15 (H): 0.3071, atom 16 (H): 0.4705, atom 17 (H): 0.3372, atom 18 (H): 0.3930, atom 19 (H): 0.3347, atom 20 (H): 0.3798, atom 21 (H): 0.4119

[3]
CH3O4S | ωB97M-V/def2-TZVPD

```
! RIJCOSX wB97M-V def2-TZVPD def2/J DEFGRID3
* xyz -1 1
S -0.27 2.16 -0.09
O -1.75 2.33 -0.07
O -0.22 0.26 0.03
O 0.30 2.53 1.23
O 1.23 -1.64 -1.53
C 0.66 -1.82 -0.49
H -0.87 0.22 0.84
H 1.25 -1.68 0.47
H -0.34 -2.36 -0.40
*
```

For the HOMO energy, the calculation gives -4.6416 eV. For the energy above the lowest of the compared OMol25 structures with the same formula, charge and spin, the calculation gives 1.492 eV.

Per-atom Mulliken charges, elementary charge units: atom 1 (S): 0.5008, atom 2 (O): -0.5832, atom 3 (O): -0.5855, atom 4 (O): -0.5573, atom 5 (O): -0.4648, atom 6 (C): 0.1086, atom 7 (H): 0.2648, atom 8 (H): 0.1571, atom 9 (H): 0.1595